# 1
Entry from OMol25: the molecule CH3PS4 (ωB97M-V/def2-TZVPD).

Properties
Energy above the lowest of the compared OMol25 structures with the same formula, charge and spin in kJ/mol: 138.37
E_LUMO in eV: -0.6
Max |F| in eV/A: 4.2
HOMO energy in eV: -8.30

Structure (ORCA input):
```
! RIJCOSX wB97M-V def2-TZVPD def2/J DEFGRID3
* xyz 0 1
C -0.92 -1.44 0.29
P 0.13 -0.17 1.19
S -2.02 0.02 -0.76
S -1.32 1.37 0.71
S 2.75 1.59 -0.16
S 1.41 0.18 -0.48
H -0.60 -1.91 -0.55
H -1.58 -2.16 0.77
H 2.15 2.52 -1.00
*
```

Which charges does Mulliken predict for the atoms? In e, they are: atom 1 (C): -0.7073, atom 2 (P): 0.1506, atom 3 (S): -0.0378, atom 4 (S): -0.1227, atom 5 (S): -0.1934, atom 6 (S): -0.0302, atom 7 (H): 0.3754, atom 8 (H): 0.3921, atom 9 (H): 0.1733

***

# 2
Entry from OMol25: a structure of composition CH4AsCsF6O (ωB97M-V/def2-TZVPD).

Properties
Energy above the lowest of the compared OMol25 structures with the same formula, charge and spin in kJ/mol: 0.00
E_LUMO in eV: -0.8
Max |F| in eV/A: 0.9
HOMO energy in eV: -11.51

Structure (ORCA input):
```
! RIJCOSX wB97M-V def2-TZVPD def2/J DEFGRID3
* xyz 0 1
Cs -4.06 18.90 -9.52
As -1.46 19.20 -12.51
F -2.89 18.22 -12.16
F -1.85 19.12 -14.18
F -0.14 20.20 -12.85
F -1.10 19.34 -10.81
F -0.54 17.76 -12.59
F -2.52 20.59 -12.32
C -6.92 19.26 -12.13
O -5.94 20.09 -11.50
H -7.54 18.85 -11.33
H -7.52 19.79 -12.86
H -6.43 18.47 -12.70
H -5.42 20.52 -12.19
*
```

Which charges does Mulliken predict for the atoms? In e, they are: atom 1 (Cs): 1.0410, atom 2 (As): 1.9319, atom 3 (F): -0.5494, atom 4 (F): -0.4738, atom 5 (F): -0.4633, atom 6 (F): -0.5095, atom 7 (F): -0.4781, atom 8 (F): -0.4855, atom 9 (C): -0.5701, atom 10 (O): -0.5009, atom 11 (H): 0.2406, atom 12 (H): 0.2531, atom 13 (H): 0.2834, atom 14 (H): 0.2805

***

# 3
Entry from OMol25: a cluster of 2 separate species, CH4BBrO2 in total (ωB97M-V/def2-TZVPD).

Properties
Energy above the lowest of the compared OMol25 structures with the same formula, charge and spin in kJ/mol: 319.49
E_LUMO (spin up / spin down) in eV: 0.2 / -4.2
Max |F| in eV/A: 4.2
HOMO energy (spin up / spin down) in eV: -11.72 / -8.36

Structure (ORCA input):
```
! RIJCOSX wB97M-V def2-TZVPD def2/J DEFGRID3
* xyz 0 1
B -0.17 0.00 0.05
C -1.18 1.06 -0.55
O 0.40 0.49 1.23
O -0.33 -1.23 -0.48
Br 3.19 -1.36 -0.02
H -1.91 1.66 -0.10
H -1.25 1.28 -1.54
H 1.00 0.00 1.81
H 0.25 -1.91 -0.40
*
```

Which charges does Mulliken predict for the atoms? In e, they are: atom 1 (B): 0.5254, atom 2 (C): -0.8517, atom 3 (O): -0.4777, atom 4 (O): -0.4094, atom 5 (Br): -0.0226, atom 6 (H): 0.3409, atom 7 (H): 0.3612, atom 8 (H): 0.2821, atom 9 (H): 0.2518

***

# 4
Entry from OMol25: the molecule CH4BF (ωB97M-V/def2-TZVPD).

Properties
Energy above the lowest of the compared OMol25 structures with the same formula, charge and spin in kJ/mol: 161.26
E_LUMO in eV: 0.2
Max |F| in eV/A: 3.0
HOMO energy in eV: -10.37

Structure (ORCA input):
```
! RIJCOSX wB97M-V def2-TZVPD def2/J DEFGRID3
* xyz 0 1
B 0.62 -0.44 0.15
C -0.66 0.28 -0.34
F -1.93 -0.07 -0.06
H 1.76 -0.41 -0.08
H 0.26 -1.45 0.56
H -0.59 1.25 -0.94
H 0.54 0.84 0.71
*
```

Which charges does Mulliken predict for the atoms? In e, they are: atom 1 (B): -0.0807, atom 2 (C): -0.0772, atom 3 (F): -0.1722, atom 4 (H): -0.0314, atom 5 (H): -0.0890, atom 6 (H): 0.2904, atom 7 (H): 0.1601

***

# 5
Entry from OMol25: the molecule CH4BNO2 (ωB97M-V/def2-TZVPD).

Properties
Energy above the lowest of the compared OMol25 structures with the same formula, charge and spin in kJ/mol: 304.41
E_LUMO (spin up / spin down) in eV: 0.7 / -2.3
Max |F| in eV/A: 8.5
HOMO energy (spin up / spin down) in eV: -6.70 / -11.06

Structure (ORCA input):
```
! RIJCOSX wB97M-V def2-TZVPD def2/J DEFGRID3
* xyz 0 3
B -0.69 -0.07 1.24
C 0.87 0.45 -0.75
N -0.06 -0.39 -1.03
O -0.32 -1.30 -1.77
O -1.15 -0.34 0.02
H -1.41 -0.39 2.02
H 0.20 0.44 1.62
H 0.79 1.12 -0.04
H 1.76 0.46 -1.30
*
```

Which charges does Mulliken predict for the atoms? In e, they are: atom 1 (B): 0.3297, atom 2 (C): -0.7261, atom 3 (N): 0.6196, atom 4 (O): -0.5168, atom 5 (O): -0.3532, atom 6 (H): -0.0784, atom 7 (H): -0.0996, atom 8 (H): 0.4753, atom 9 (H): 0.3495

***

# 6
Entry from OMol25: the molecule CH4BrFSi (ωB97M-V/def2-TZVPD).

Properties
Energy above the lowest of the compared OMol25 structures with the same formula, charge and spin in kJ/mol: 0.00
E_LUMO in eV: 0.8
Max |F| in eV/A: 2.7
HOMO energy in eV: -10.60

Structure (ORCA input):
```
! RIJCOSX wB97M-V def2-TZVPD def2/J DEFGRID3
* xyz 0 1
C -0.36 -0.03 -0.36
F 1.58 2.04 -0.32
Si 1.22 0.64 0.35
Br 3.20 -0.32 -0.03
H -0.25 0.18 -1.40
H -0.60 -1.00 -0.07
H -1.11 0.62 0.08
H 1.15 0.77 1.76
*
```

Which charges does Mulliken predict for the atoms? In e, they are: atom 1 (C): -0.8756, atom 2 (F): -0.2420, atom 3 (Si): 0.6129, atom 4 (Br): -0.2324, atom 5 (H): 0.2483, atom 6 (H): 0.3604, atom 7 (H): 0.2582, atom 8 (H): -0.1298

***

# 7
Entry from OMol25: a structure of composition CH4BrN2 (ωB97M-V/def2-TZVPD).

Properties
Energy above the lowest of the compared OMol25 structures with the same formula, charge and spin in kJ/mol: 399.72
E_LUMO in eV: -5.4
Max |F| in eV/A: 7.9
HOMO energy in eV: -14.29

Structure (ORCA input):
```
! RIJCOSX wB97M-V def2-TZVPD def2/J DEFGRID3
* xyz 1 1
C -0.66 -0.22 0.06
N 1.00 -1.00 -0.10
N -0.64 1.00 -0.11
Br 2.38 0.15 0.09
H -1.56 -0.93 0.16
H 0.94 -1.90 0.56
H -1.56 1.34 -0.34
H 0.10 1.56 -0.32
*
```

Which charges does Mulliken predict for the atoms? In e, they are: atom 1 (C): 0.2847, atom 2 (N): -0.3974, atom 3 (N): -0.1254, atom 4 (Br): 0.0957, atom 5 (H): 0.3275, atom 6 (H): 0.3420, atom 7 (H): 0.3135, atom 8 (H): 0.1595

***

# 8
Entry from OMol25: the molecule CH4BrNO (ωB97M-V/def2-TZVPD).

Properties
Energy above the lowest of the compared OMol25 structures with the same formula, charge and spin in kJ/mol: 0.00
E_LUMO in eV: 0.9
Max |F| in eV/A: 3.4
HOMO energy in eV: -9.70

Structure (ORCA input):
```
! RIJCOSX wB97M-V def2-TZVPD def2/J DEFGRID3
* xyz 0 1
C -0.69 -0.83 0.05
N 0.98 0.96 -0.29
O 0.29 0.18 0.66
Br -2.47 -0.09 0.11
H -0.65 -1.73 0.64
H -0.42 -0.96 -1.00
H 1.03 1.88 0.16
H 1.93 0.60 -0.33
*
```

Which charges does Mulliken predict for the atoms? In e, they are: atom 1 (C): -0.2080, atom 2 (N): -0.4765, atom 3 (O): -0.2250, atom 4 (Br): -0.1450, atom 5 (H): 0.2711, atom 6 (H): 0.2856, atom 7 (H): 0.2470, atom 8 (H): 0.2508

***

# 9
Entry from OMol25: the molecule CH4BrNO5P2 (ωB97M-V/def2-TZVPD).

Properties
Energy above the lowest of the compared OMol25 structures with the same formula, charge and spin in kJ/mol: 216.38
E_LUMO in eV: 0.0
Max |F| in eV/A: 4.9
HOMO energy in eV: -9.11

Structure (ORCA input):
```
! RIJCOSX wB97M-V def2-TZVPD def2/J DEFGRID3
* xyz 0 1
O 0.53 2.64 0.08
C -0.12 1.57 0.10
O -1.53 1.68 -0.18
N 0.49 0.29 0.45
P -0.57 -1.11 0.15
O -1.79 -1.27 1.34
O -1.20 -1.12 -1.44
P 2.11 0.09 -0.25
O 2.80 -1.18 0.71
Br 2.04 -0.79 -2.34
H -1.80 2.43 0.41
H -1.41 -0.84 2.15
H -1.87 -0.41 -1.57
H 2.32 -1.98 0.38
*
```

Which charges does Mulliken predict for the atoms? In e, they are: atom 1 (O): -0.5094, atom 2 (C): 0.5272, atom 3 (O): -0.4295, atom 4 (N): 0.0798, atom 5 (P): 0.2249, atom 6 (O): -0.4412, atom 7 (O): -0.4241, atom 8 (P): 0.2236, atom 9 (O): -0.4469, atom 10 (Br): -0.1425, atom 11 (H): 0.3364, atom 12 (H): 0.3070, atom 13 (H): 0.3369, atom 14 (H): 0.3578

***

# 10
Entry from OMol25: a cluster of 2 separate species, CH4BrOP in total (ωB97M-V/def2-TZVPD).

Properties
Energy above the lowest of the compared OMol25 structures with the same formula, charge and spin in kJ/mol: 140.18
E_LUMO (spin up / spin down) in eV: 0.7 / -3.4
Max |F| in eV/A: 4.4
HOMO energy (spin up / spin down) in eV: -6.67 / -9.87

Structure (ORCA input):
```
! RIJCOSX wB97M-V def2-TZVPD def2/J DEFGRID3
* xyz 0 3
C -0.05 0.31 -0.30
O 0.34 1.40 0.30
P 0.65 -1.18 0.55
Br -2.61 -0.28 0.64
H -0.85 0.39 -1.05
H -0.22 2.09 -0.13
H 0.88 -2.09 -0.37
H 1.86 -0.64 0.36
*
```

Which charges does Mulliken predict for the atoms? In e, they are: atom 1 (C): -0.6165, atom 2 (O): -0.4196, atom 3 (P): -0.0183, atom 4 (Br): 0.0012, atom 5 (H): 0.6372, atom 6 (H): 0.3582, atom 7 (H): 0.0271, atom 8 (H): 0.0305

***

# 11
Entry from OMol25: a cluster of 2 separate species, CH4BrP in total (ωB97M-V/def2-TZVPD).

Properties
Energy above the lowest of the compared OMol25 structures with the same formula, charge and spin in kJ/mol: 192.34
E_LUMO in eV: -0.3
Max |F| in eV/A: 3.3
HOMO energy in eV: -9.02

Structure (ORCA input):
```
! RIJCOSX wB97M-V def2-TZVPD def2/J DEFGRID3
* xyz 0 1
C -0.68 -0.04 0.32
P 0.65 -0.71 -0.69
Br 0.91 0.78 -2.30
H -1.60 0.22 -0.10
H -0.38 0.77 0.96
H -1.00 -0.66 1.12
H 2.10 -0.36 0.71
*
```

Which charges does Mulliken predict for the atoms? In e, they are: atom 1 (C): -1.0755, atom 2 (P): 0.0689, atom 3 (Br): -0.1480, atom 4 (H): 0.3948, atom 5 (H): 0.3647, atom 6 (H): 0.3871, atom 7 (H): 0.0081

***

# 12
Entry from OMol25: the molecule CH4Cl2NPS (ωB97M-V/def2-TZVPD).

Properties
Energy above the lowest of the compared OMol25 structures with the same formula, charge and spin in kJ/mol: 35.40
E_LUMO in eV: -0.9
Max |F| in eV/A: 2.9
HOMO energy in eV: -10.14

Structure (ORCA input):
```
! RIJCOSX wB97M-V def2-TZVPD def2/J DEFGRID3
* xyz 0 1
C 0.02 -0.12 -0.27
N -1.05 0.19 0.66
P -2.50 0.38 -0.11
S -2.78 1.55 -1.60
Cl -2.91 -2.02 -0.55
Cl -3.65 0.46 1.51
H 0.40 0.80 -0.64
H 0.80 -0.78 0.32
H -0.42 -0.79 -1.08
H -0.97 -0.53 1.41
*
```

Which charges does Mulliken predict for the atoms? In e, they are: atom 1 (C): -0.8426, atom 2 (N): -0.3022, atom 3 (P): 0.6610, atom 4 (S): -0.2594, atom 5 (Cl): -0.3550, atom 6 (Cl): -0.1621, atom 7 (H): 0.2742, atom 8 (H): 0.3031, atom 9 (H): 0.3398, atom 10 (H): 0.3432

***

- The highest max |F| belongs to which entry?
  CH4BNO2